1.
Molecular formula: C20H68N4O14
Method: DFT, ωB97M-V/def2-TZVPD

Last column: Löwdin charge in e.
Geometry (Å):
C -1.374 -2.044 2.235  -0.08
C -1.804 -2.717 3.562  -0.30
O -0.625 -2.962 4.264  -0.11
H -1.195 -1.024 2.485  0.05
H -2.225 -2.129 1.580  0.07
H -0.462 -2.489 1.855  0.05
H -2.338 -3.616 3.346  0.11
H -2.433 -2.063 4.144  0.09
H -0.220 -2.079 4.604  0.15
C 0.751 -0.324 -0.109  -0.04
C -0.603 0.423 -0.186  -0.28
O -0.506 1.628 0.505  -0.11
H 0.955 -0.991 -0.972  0.06
H 0.905 -0.915 0.781  0.05
H 1.512 0.501 -0.134  0.08
H -1.482 -0.128 0.135  0.09
H -0.800 0.715 -1.217  0.08
H -0.793 2.344 -0.040  0.02
C -4.218 1.875 -0.277  -0.08
C -3.750 0.957 -1.343  -0.30
O -4.853 0.759 -2.262  -0.08
H -3.526 1.925 0.484  0.02
H -5.130 1.463 0.140  0.10
H -4.442 2.866 -0.528  0.06
H -3.631 -0.095 -0.956  0.12
H -2.864 1.411 -1.805  0.09
H -4.529 0.145 -2.928  0.02
C 4.437 -2.085 2.682  -0.08
C 3.329 -3.110 2.594  -0.33
O 2.184 -2.373 2.932  -0.12
H 4.327 -1.353 1.891  0.04
H 5.402 -2.630 2.587  0.08
H 4.367 -1.528 3.656  0.09
H 3.292 -3.868 3.371  0.11
H 3.320 -3.666 1.682  0.08
H 1.311 -2.900 2.834  0.10
C -1.926 -1.652 -3.217  -0.07
C -2.557 -0.963 -4.380  -0.32
O -3.926 -1.086 -4.224  -0.06
H -0.841 -1.615 -3.270  0.08
H -2.116 -2.646 -3.211  0.05
H -2.270 -1.223 -2.312  0.05
H -2.222 -1.346 -5.299  0.10
H -2.285 0.076 -4.383  0.09
H -4.224 -1.931 -4.577  0.11
C -0.094 -3.636 -1.048  -0.11
C 1.075 -3.821 -0.205  -0.34
O 1.937 -4.777 -0.834  -0.10
H 0.154 -3.195 -2.032  0.06
H -0.761 -2.895 -0.587  0.07
H -0.741 -4.498 -1.142  0.09
H 0.609 -4.235 0.722  0.12
H 1.655 -2.914 0.128  0.10
H 2.703 -4.293 -1.233  0.02
C 3.691 -2.147 -1.471  -0.51
O 3.863 -0.904 -0.733  -0.15
N 2.939 -2.194 -2.579  0.18
N 4.232 -3.251 -1.082  0.15
H 2.566 -1.251 -2.911  0.09
H 2.690 -3.054 -3.084  0.13
H 4.903 -3.164 -0.393  0.09
H 4.364 -4.194 -1.607  0.19
C 0.942 1.396 -3.447  -0.60
O 1.814 0.316 -3.566  -0.15
N 0.962 2.331 -2.505  0.18
N -0.005 1.605 -4.269  0.14
H 1.764 2.259 -1.857  0.09
H 0.168 2.939 -2.255  0.07
H -0.103 1.036 -5.170  0.16
H -0.756 2.338 -4.057  0.15
C 1.708 3.729 0.761  -0.16
O 1.447 4.692 1.737  -0.10
H 0.874 3.675 0.060  0.06
H 1.893 2.773 1.276  0.07
H 2.617 4.024 0.222  0.09
H 0.920 5.376 1.312  0.07
C 2.251 0.732 2.830  -0.13
O 0.802 0.756 2.801  -0.13
H 2.740 0.283 1.937  0.08
H 2.485 0.195 3.687  0.05
H 2.648 1.693 2.904  0.05
H 0.476 1.189 1.991  0.02
C -3.736 0.003 2.568  -0.15
O -4.511 -0.980 3.255  -0.09
H -2.905 0.164 3.170  0.06
H -4.221 0.936 2.468  0.06
H -3.520 -0.200 1.549  0.06
H -4.678 -0.661 4.140  0.08
C 4.344 1.949 -2.130  -0.13
O 3.471 1.759 -1.020  -0.19
H 5.292 1.612 -1.840  0.06
H 4.500 3.014 -2.230  0.08
H 3.994 1.339 -2.960  0.07
H 3.541 0.837 -0.709  0.02
C -1.859 3.201 2.737  -0.19
O -2.543 3.208 3.928  -0.09
H -1.854 4.204 2.347  0.07
H -2.177 2.395 2.068  0.06
H -0.803 3.138 2.968  0.08
H -2.232 2.463 4.440  0.08
C -1.911 4.414 -0.680  -0.09
O -1.391 3.416 -1.532  -0.15
H -1.548 4.193 0.261  0.03
H -2.949 4.252 -0.670  0.07
H -1.715 5.448 -0.820  0.09
H -1.946 3.441 -2.326  0.11

Cartesian forces (eV/Å) of the 2 atoms listed first:
-1.2 -0.6 1.2
1.0 1.4 -1.3

Values from the calculation:
**Max |F|**: 7.93 eV/A
**Energy above the lowest of the compared OMol25 structures with the same formula, charge and spin**: 628.4 kJ/mol
**Net charge**: 0
**E_tot**: -2074.9186 a.u.
**HOMO**: -9.4 eV
**HOMO-LUMO gap**: 9.166 eV
**Lowest unoccupied orbital energy**: -0.0091 hartree
**2S+1**: 1


2.
Molecular formula: C20H70N14O15
Method: DFT, ωB97M-V/def2-TZVPD

Last column: Löwdin charge in e.
Geometry (Å):
C -5.806 1.545 3.339  -0.05
C -4.736 0.583 2.593  -0.26
O -3.383 0.915 2.785  -0.08
H -5.635 1.651 4.376  0.04
H -6.867 1.204 3.150  0.08
H -5.728 2.649 3.056  0.07
H -4.934 0.519 1.566  0.08
H -4.929 -0.347 3.039  0.09
H -2.895 0.242 2.354  0.02
C 0.539 -0.538 4.241  -0.05
C 1.927 0.087 4.461  -0.30
O 2.522 0.476 3.275  -0.12
H 0.207 -0.913 5.230  0.10
H 0.595 -1.409 3.589  0.05
H -0.194 0.068 3.833  0.04
H 2.598 -0.581 5.059  0.12
H 1.774 0.964 5.094  0.11
H 3.274 1.059 3.433  0.11
C -1.672 2.467 -1.750  -0.07
C -2.996 3.132 -1.290  -0.31
O -3.385 2.591 -0.084  -0.12
H -1.007 2.462 -0.936  0.03
H -1.256 3.043 -2.576  0.07
H -1.842 1.468 -2.154  0.05
H -3.822 3.003 -2.044  0.12
H -2.799 4.197 -1.127  0.13
H -2.900 3.144 0.567  0.06
C -0.012 -0.859 -3.466  -0.10
C 0.438 -0.439 -4.875  -0.29
O 0.269 -1.579 -5.728  -0.08
H 0.513 -1.772 -3.126  0.07
H -1.103 -0.921 -3.522  0.07
H 0.089 -0.098 -2.735  0.01
H 1.437 0.044 -4.949  0.11
H -0.307 0.260 -5.355  0.12
H -0.222 -1.281 -6.480  0.06
C 0.489 -3.580 1.614  -0.05
C 0.023 -3.778 0.174  -0.30
O 0.894 -3.312 -0.818  -0.13
H 1.521 -3.936 1.661  0.08
H -0.038 -4.095 2.362  0.07
H 0.352 -2.529 1.887  0.04
H -1.031 -3.417 -0.010  0.11
H 0.071 -4.912 0.094  0.14
H 1.788 -3.643 -0.767  0.10
C 3.022 2.068 -1.500  -0.67
O 4.042 2.669 -2.126  -0.05
N 3.100 1.617 -0.314  0.13
N 1.873 1.764 -2.016  0.18
H 3.837 2.043 0.280  0.17
H 2.345 1.019 0.028  0.06
H 1.727 1.931 -3.049  0.17
H 1.186 1.256 -1.539  0.07
C -1.981 4.171 2.314  -0.62
O -1.739 5.487 2.675  -0.14
N -3.124 3.522 2.612  0.12
N -1.081 3.406 1.819  0.18
H -3.892 4.005 3.124  0.12
H -3.173 2.461 2.691  0.06
H -0.180 3.847 1.641  0.08
H -1.304 2.434 1.720  0.06
C 6.574 0.716 -0.455  -0.63
O 7.833 0.296 -0.185  -0.12
N 6.282 1.823 -1.104  0.17
N 5.503 0.039 -0.093  0.14
H 7.076 2.377 -1.409  0.12
H 5.377 2.112 -1.430  0.01
H 5.659 -0.967 0.131  0.09
H 4.561 0.292 -0.377  0.05
C 1.113 4.752 0.000  -0.62
O 0.728 5.975 0.555  -0.12
N 1.707 3.844 0.702  0.14
N 1.119 4.546 -1.319  0.15
H 1.827 3.828 1.746  0.16
H 1.977 2.927 0.304  0.06
H 0.889 5.409 -1.884  0.15
H 1.467 3.702 -1.826  0.07
C -3.744 -0.628 -1.957  -0.62
O -2.482 -0.956 -1.572  -0.14
N -4.412 -1.340 -2.801  0.19
N -4.344 0.372 -1.433  0.20
H -3.946 -2.187 -3.010  0.10
H -5.402 -1.087 -3.130  0.17
H -3.902 1.090 -0.814  0.09
H -5.330 0.575 -1.657  0.14
C -2.280 -4.656 -2.007  -0.66
O -3.169 -4.161 -1.137  -0.10
N -2.378 -5.885 -2.519  0.16
N -1.432 -3.801 -2.538  0.14
H -2.890 -6.600 -2.002  0.12
H -1.839 -6.318 -3.272  0.12
H -1.630 -2.819 -2.136  0.10
H -0.422 -4.129 -2.643  0.14
C 0.241 -0.172 0.581  -0.65
O -0.617 0.666 1.286  -0.10
N 1.475 -0.177 0.740  0.17
N -0.096 -0.883 -0.397  0.21
H 1.968 0.246 1.553  0.12
H 1.965 -0.890 0.276  0.07
H -1.068 -0.675 -0.764  0.09
H 0.335 -1.762 -0.633  0.06
C 4.487 -2.051 2.382  -0.20
O 5.407 -2.267 1.442  -0.12
H 4.221 -1.007 2.596  0.07
H 4.726 -2.632 3.369  0.13
H 3.654 -2.455 1.882  0.05
H 6.248 -2.347 1.911  0.12
C 3.074 -1.343 -2.063  -0.17
O 3.130 -1.725 -0.784  -0.15
H 4.009 -0.859 -2.347  0.11
H 2.199 -0.690 -2.251  0.07
H 2.884 -2.220 -2.592  0.08
H 3.832 -2.388 -0.652  0.12
C -3.483 -1.935 1.284  -0.14
O -2.451 -1.577 2.111  -0.10
H -3.068 -2.716 0.725  0.04
H -3.659 -1.008 0.753  0.07
H -4.335 -2.289 1.808  0.09
H -1.646 -1.520 1.649  0.02

Cartesian forces (eV/Å) of the 2 atoms listed first:
0.6 1.0 -2.3
-1.6 2.1 2.1

Values from the calculation:
**Max |F|**: 11.07 eV/A
**Energy above the lowest of the compared OMol25 structures with the same formula, charge and spin**: 59.8 kJ/mol
**Net charge**: 0
**E_tot**: -2699.0547 a.u.
**HOMO**: -7.7 eV
**HOMO-LUMO gap**: 7.279 eV
**Lowest unoccupied orbital energy**: -0.0143 hartree
**2S+1**: 1